# 1
DFT (ωB97M-V/def2-TZVPD) results for a structure of composition C34H39F6GaNO9 in a non-equilibrium geometry.

Computed properties:
lowest unoccupied orbital energy = -0.759 eV
DFT total energy = -4574.928726 Ha
orbital gap = 4.70 eV
net charge = -1

The geometry in XYZ format:
```
90
C34H39F6GaNO9 ωB97M-V/def2-TZVPD
C -1.653 -0.944 -3.873
C -2.012 -2.370 -4.191
O -1.393 -2.995 -5.036
N -3.153 -2.868 -3.584
C -3.418 -4.239 -4.015
C -3.284 -2.595 -2.120
C -3.710 -3.771 -1.260
C -3.804 -3.329 0.213
C -2.847 -4.094 1.142
Ga -1.146 -3.055 1.398
F -0.455 -2.727 -0.341
C 0.313 -4.085 2.366
C 1.062 -5.001 1.380
C 2.091 -4.185 0.574
C 2.167 -4.627 -0.864
O 2.412 -5.758 -1.207
O 1.984 -3.658 -1.779
C -1.475 -1.226 2.196
C -0.387 -0.236 1.775
C -0.662 0.254 0.350
C 0.460 0.831 -0.491
F 0.154 2.116 -0.872
F 0.641 0.121 -1.638
C 1.873 0.929 0.125
F 2.390 -0.272 0.365
F 1.830 1.615 1.285
F 2.696 1.584 -0.693
H -2.051 -0.591 -2.929
H -0.571 -0.846 -3.863
H -2.056 -0.327 -4.675
H -4.428 -4.534 -3.751
H -3.331 -4.260 -5.090
H -2.697 -4.951 -3.609
H -4.015 -1.794 -1.987
H -2.330 -2.255 -1.723
H -4.671 -4.163 -1.589
H -2.965 -4.560 -1.347
H -4.841 -3.408 0.548
H -3.573 -2.259 0.253
H -2.664 -5.091 0.738
H -3.294 -4.236 2.128
H 1.020 -3.406 2.850
H -0.163 -4.686 3.144
H 0.365 -5.443 0.665
H 1.547 -5.843 1.878
H 3.102 -4.283 0.972
H 1.809 -3.139 0.615
H 1.257 -3.090 -1.430
H -2.456 -0.814 1.943
H -1.431 -1.375 3.277
H -0.366 0.631 2.440
H 0.585 -0.725 1.834
H -1.086 -0.560 -0.235
H -1.413 1.041 0.408
C 2.437 6.059 4.881
C 2.327 7.001 3.951
C 2.019 6.652 2.539
O 1.917 7.514 1.692
C 1.841 5.215 2.211
C 1.953 4.273 3.143
C 2.260 4.621 4.554
O 2.367 3.771 5.411
H 2.665 6.284 5.915
H 2.463 8.053 4.163
H 1.618 4.984 1.176
H 1.826 3.221 2.925
C 5.225 7.984 7.727
C 5.337 8.493 8.950
C 5.117 9.940 9.206
O 5.223 10.406 10.319
C 4.761 10.796 8.044
C 4.647 10.287 6.821
C 4.870 8.841 6.566
O 4.762 8.374 5.453
H 5.380 6.934 7.511
H 5.593 7.892 9.813
H 4.605 11.846 8.259
H 4.390 10.887 5.957
C -1.574 -4.488 -8.915
C -2.373 -4.398 -7.854
C -3.830 -4.143 -8.015
O -4.561 -4.060 -7.052
C -4.355 -3.977 -9.396
C -3.553 -4.070 -10.451
C -2.099 -4.338 -10.293
O -1.376 -4.424 -11.265
H -0.510 -4.665 -8.827
H -2.005 -4.477 -6.837
H -5.418 -3.783 -9.480
H -3.906 -3.958 -11.469
```

# 2
DFT (ωB97M-V/def2-TZVPD) results for a structure of composition C13H26FInN2O3 in a non-equilibrium geometry.

Computed properties:
spin multiplicity = 2
energy above the lowest of the compared OMol25 structures with the same formula, charge and spin = 46.93 kcal/mol
lowest unoccupied orbital energy (spin up / spin down) = 2.364 / 1.991 eV
DFT total energy = -1136.100285 Ha
orbital gap (spin up / spin down) = 7.80 / 7.43 eV
<S²> = 0.75
net charge = -1

The geometry in XYZ format:
```
46
C13H26FInN2O3 ωB97M-V/def2-TZVPD
C -1.935 -3.644 -0.529
C -1.797 -2.862 -1.961
O -1.116 -1.594 -1.818
C -3.258 -2.723 -2.676
In -4.621 -1.654 -1.234
F -4.020 0.344 -1.103
O -6.657 -1.662 -1.756
C -7.054 -3.014 -1.853
N -7.577 -4.016 -2.305
H -2.993 -4.053 -0.421
H -1.196 -4.533 -0.476
H -1.701 -2.856 0.283
H -1.103 -3.540 -2.595
H -1.743 -0.876 -1.548
H -3.107 -2.212 -3.685
H -3.625 -3.814 -2.796
H -4.436 -2.416 0.374
C 1.835 3.395 -0.213
C 1.189 2.593 0.954
C 2.032 2.745 2.242
C 3.327 1.942 2.227
C 3.043 0.480 1.906
C 2.243 0.303 0.599
N 1.020 1.165 0.543
O 0.086 0.607 1.359
C 3.169 0.607 -0.601
C 1.905 -1.205 0.429
C -0.163 3.313 1.205
H 2.824 3.783 0.047
H 1.933 2.804 -1.126
H 1.226 4.253 -0.511
H 1.443 2.425 3.110
H 2.268 3.802 2.412
H 4.035 2.368 1.509
H 3.811 2.013 3.208
H 3.993 -0.063 1.844
H 2.495 0.037 2.746
H 2.616 0.567 -1.544
H 3.972 -0.135 -0.673
H 3.667 1.575 -0.533
H 1.354 -1.608 1.282
H 2.819 -1.799 0.343
H 1.314 -1.374 -0.476
H -0.829 3.220 0.340
H -0.001 4.380 1.388
H -0.688 2.929 2.084
```